1.
{
  "formula": "C4H15N2",
  "method": "ωB97M-V with the def2-TZVPD basis set",
  "e_above_lowest_kcal_mol": 12.1,
  "multiplicity": 2,
  "orbital_gap_ha": [0.1603, 0.3368],
  "lumo_ha": [0.038, 0.021],
  "total_energy_ev": -7367.4731,
  "symbols": ["N", "N", "C", "C", "C", "C", "H", "H", "H", "H", "H", "H", "H", "H", "H", "H", "H", "H", "H", "H", "H"],
  "coordinates": [[1.0799, -1.1739, 1.2623], [-1.1668, 0.5638, -0.5276], [1.7746, 0.0799, 1.2579], [-0.7524, 0.8948, -1.9335], [1.3185, -2.0621, 0.1371], [-2.1073, 1.5540, 0.0416], [1.1329, -1.5815, -0.8335], [-0.3162, 0.4904, 0.0510], [-1.6513, -0.4146, -0.5362], [1.8337, 0.5729, 0.2778], [2.3223, -2.4808, 0.2095], [-0.2753, 1.8731, -1.8974], [-2.2048, 1.4045, 1.1134], [-1.6589, 0.9484, -2.5310], [1.3218, 0.7999, 1.9468], [-1.7115, 2.5510, -0.1531], [0.5940, -2.8746, 0.1748], [2.8046, -0.0361, 1.6185], [0.1325, -1.1814, 1.5951], [-3.0657, 1.4330, -0.4588], [-0.0863, 0.1071, -2.2796]]
}

2.
{
  "formula": "C4H15N2O",
  "method": "ωB97M-V with the def2-TZVPD basis set",
  "e_above_lowest_kcal_mol": 66.6,
  "multiplicity": 2,
  "orbital_gap_ha": [0.1231, 0.3991],
  "lumo_ha": [0.026, 0.021],
  "total_energy_ev": -9414.2986,
  "symbols": ["O", "N", "N", "C", "C", "C", "C", "H", "H", "H", "H", "H", "H", "H", "H", "H", "H", "H", "H", "H", "H", "H"],
  "coordinates": [[-1.4811, 2.3268, 0.9303], [0.6004, 1.0246, -0.1335], [1.5820, 0.0549, -2.2917], [0.6421, -0.5170, -0.0319], [1.0635, -1.0081, -1.4201], [-1.0744, -0.9210, 1.8498], [-0.7638, -0.9910, 0.3752], [0.0371, -1.2355, -1.9465], [2.5823, 0.1553, -2.1728], [1.7901, -1.8907, -1.3894], [-0.9007, -2.0141, -0.0451], [-1.8038, -1.7604, 2.0397], [-0.0841, -1.0991, 2.5456], [-1.4382, -0.2213, -0.0471], [-1.4900, -0.0045, 2.2724], [1.2426, -0.6710, 0.8367], [-0.2442, 1.3983, -0.5705], [-2.2040, 1.7995, 1.0701], [1.5078, 1.1805, -0.7980], [-1.7454, 3.0838, 1.4285], [0.6844, 1.6249, 0.7483], [1.4975, -0.3151, -3.2500]]
}

3.
{
  "formula": "C4H15N2O",
  "method": "ωB97M-V with the def2-TZVPD basis set",
  "total_charge": 1,
  "e_above_lowest_kcal_mol": 15.8,
  "orbital_gap_ha": 0.4319,
  "lumo_ha": -0.097,
  "total_energy_ev": -9412.9767,
  "symbols": ["O", "N", "N", "C", "C", "C", "C", "H", "H", "H", "H", "H", "H", "H", "H", "H", "H", "H", "H", "H", "H", "H"],
  "coordinates": [[0.9106, 0.2801, 2.6544], [-0.1013, 0.6445, -1.0535], [1.8801, -0.5552, -0.0597], [-1.1147, 0.9853, 0.0218], [-0.0421, -0.7670, -1.4775], [0.7739, -1.4663, -0.3780], [-2.5508, 0.7123, -0.3738], [1.6260, 0.8540, 2.9440], [-0.7711, 0.4105, 0.8808], [0.8424, 0.7566, -0.5990], [2.7550, -0.9172, -0.4384], [0.1675, -1.5798, 0.5195], [-1.0247, -1.2149, -1.5841], [0.3149, 0.3372, 3.4096], [-2.7874, 1.1688, -1.3380], [-0.2595, 1.2824, -1.8210], [2.0506, -0.5605, 0.9297], [0.5373, -0.7871, -2.3983], [-3.1580, 1.3658, 0.2633], [-2.8701, -0.3003, -0.1567], [1.1561, -2.4313, -0.7021], [-0.9678, 2.0425, 0.2361]]
}